Here is a molecular structure, CH6O4P from the OMol25 dataset. Energies are from ωB97M-V/def2-TZVPD.

```
12
Properties=species:S:1:pos:R:3
C -2.049 -0.715 -0.185
O 1.449 -0.870 -0.653
O 1.183 1.755 -0.764
O 1.804 0.693 1.437
O -1.164 0.257 0.189
P 1.067 0.418 0.076
H -3.026 -0.374 0.091
H -1.730 -1.610 0.370
H -2.122 -0.855 -1.290
H 2.372 -1.124 -0.632
H 0.420 2.347 -0.806
H 1.796 0.076 2.168
```

Summary:
- ΔE to the lowest compared entry with this formula, charge and spin: 3.225 eV
- Total energy: -18604.8685 eV
- Orbital gap: 8.6095 eV
- Spin multiplicity: 1
- E_LUMO: -0.219 Ha
- E_HOMO: -14.56 eV
- Max |F|: 0.1184 hartree/bohr
- Total charge: +1

Atomic partial charges in e from the Löwdin method, atoms 1 to 2:
1. C -0.1874
2. O -0.0188